A gas-phase ion, C6H12NO3S2 (charge -1) in a non-equilibrium geometry, computed with the ωB97M-V functional and the def2-TZVPD basis.

The geometry in ORCA input format:
```
! RIJCOSX wB97M-V def2-TZVPD def2/J DEFGRID3
* xyz -1 1
S -3.31 0.04 0.25
S -0.94 -1.44 -0.41
O -4.67 -0.52 0.06
O -2.89 0.99 -0.78
O -3.60 0.90 1.69
N 1.41 -0.26 0.54
C 2.04 -1.21 -0.01
C 1.25 2.08 -0.92
C 0.16 0.04 0.20
C 3.39 -1.76 0.35
C 0.05 1.14 -0.94
C -2.18 -1.11 0.75
H -2.72 -2.03 0.99
H -0.24 0.54 1.14
H 1.41 2.85 -1.75
H 1.59 -1.81 -0.80
H 1.31 2.59 0.11
H -4.48 0.92 1.87
H 4.08 -1.79 -0.49
H 2.14 1.42 -1.01
H 3.32 -2.86 0.69
H -0.07 0.68 -1.93
H -0.92 1.72 -0.69
H 3.88 -1.12 1.07
*
```

The calculation puts the HOMO-LUMO gap at 6.3580 eV. Its structure (SMILES) is C/C=N/[C@@H](CC)SC=[S@](=O)([O-])O.

A molecular structure, C6H12NOP in a non-equilibrium geometry, computed with the ωB97M-V functional and the def2-TZVPD basis.

The geometry in ORCA input format:
```
! RIJCOSX wB97M-V def2-TZVPD def2/J DEFGRID3
* xyz 0 1
P -1.07 0.12 0.13
O -0.53 -0.52 -1.29
N -1.03 1.74 -0.02
C 0.33 -1.28 1.04
C 0.85 -0.83 -1.27
C 1.36 -0.57 0.15
C 1.42 0.97 0.44
C -2.76 -0.53 0.23
C 0.43 1.97 -0.24
H -2.73 -1.61 0.10
H 0.45 -1.13 2.10
H 0.08 -2.29 0.75
H 0.97 -1.88 -1.55
H 2.37 -0.99 0.26
H 1.38 -0.21 -2.00
H 0.63 2.01 -1.32
H -3.33 -0.06 -0.57
H 1.31 1.10 1.52
H -3.21 -0.27 1.19
H 2.43 1.31 0.17
H 0.67 2.96 0.17
*
```

The calculation puts the HOMO-LUMO gap at 8.9325 eV.

C6H12NOP in the gas phase in a non-equilibrium geometry, computed with the ωB97M-V functional and the def2-TZVPD basis.

The geometry in ORCA input format:
```
! RIJCOSX wB97M-V def2-TZVPD def2/J DEFGRID3
* xyz 0 1
P 1.05 0.24 0.05
O 2.17 -0.68 0.26
N -2.35 1.28 0.11
C 1.07 1.29 -1.48
C 0.97 1.50 1.38
C -1.56 0.48 0.12
C -0.79 -1.54 1.28
C -0.77 -1.32 -1.32
C -0.52 -0.67 0.03
H 0.82 0.89 2.19
H 1.13 0.51 -2.27
H -0.53 -2.67 1.04
H 0.11 1.95 -1.65
H -1.85 -1.41 1.67
H 1.91 1.85 -1.51
H -0.15 -1.34 2.15
H 0.04 2.11 1.34
H 1.83 2.01 1.53
H -1.08 -0.69 -2.07
H -1.59 -1.91 -1.16
H 0.09 -1.87 -1.70
*
```

The calculation puts the HOMO-LUMO gap at 11.0036 eV. Its structure (SMILES) is CC(C)(C#N)P(C)(C)=O.

A molecular structure, C6H12NOS in a non-equilibrium geometry, computed with the ωB97M-V functional and the def2-TZVPD basis.

The geometry in ORCA input format:
```
! RIJCOSX wB97M-V def2-TZVPD def2/J DEFGRID3
* xyz 1 1
S 1.81 -1.64 -0.78
O -1.22 -0.72 1.35
N 0.31 0.53 -0.33
C 0.43 -2.02 0.10
C -0.75 0.62 -1.31
C 1.61 0.28 -0.63
C -0.34 -1.10 0.58
C 2.67 0.75 0.40
C -2.65 -0.86 1.06
H 1.88 0.49 -1.62
H -1.59 1.01 -0.72
H -3.05 -1.90 1.43
H 0.11 1.12 0.48
H 2.58 1.90 0.47
H 2.58 0.38 1.48
H 0.08 -3.04 0.14
H -2.79 -0.92 -0.03
H -0.65 1.29 -2.11
H 3.72 0.57 0.08
H -3.22 -0.12 1.61
H -1.13 -0.36 -1.57
*
```

The calculation puts the HOMO-LUMO gap at 8.9503 eV.

no.,E_tot (Ha),LUMO (hartree)
1,-1312.61221,0.117
2,-707.12165,0.028
3,-707.15394,0.026
4,-763.62643,-0.130